Entry from OMol25: a molecular structure, C4H11ClN3O4Pd (wB97M-V/def2-TZVPD).

Element x y z (Å)
Pd1 -1.421 -1.522 0.472
C1 1.315 2.004 3.246
O1 -0.025 1.679 2.815
C2 -0.295 0.501 2.314
O2 -1.415 0.239 1.896
N1 0.714 -0.440 2.300
N2 0.385 -1.723 1.821
H1 1.287 3.051 3.515
H2 2.027 1.853 2.436
H3 1.586 1.418 4.125
H4 1.560 -0.327 2.831
H5 0.202 -2.370 2.586
H6 1.143 -2.079 1.248
Cl1 -2.077 -3.610 0.769
N3 -0.358 1.085 -3.965
C3 -0.426 -0.345 -3.693
C4 -0.696 -0.567 -2.220
O3 -0.680 0.523 -1.481
O4 -0.903 -1.670 -1.741
H7 0.446 1.336 -4.522
H8 -0.509 1.257 -2.133
H9 -1.182 1.418 -4.446
H10 0.518 -0.841 -3.916
H11 -1.197 -0.868 -4.257

LUMO level (spin up / spin down)	-5.6685 / -5.6277	eV
relative energy (zero: lowest compared OMol25 entry of this formula, charge and spin)	1.564	eV
net charge	+1
highest occupied orbital energy (spin up / spin down)	-13.097 / -13.062	eV

Just the natural (NBO) charges please, in e? Sure, here they are: 1.0362 -0.2779 -0.4517 0.9085 -0.6739 -0.5057 -0.6401 0.2380 0.1951 0.1930 0.4094 0.4041 0.4029 -0.3244 -0.8576 -0.3566 0.7977 -0.6773 -0.6328 0.3970 0.5307 0.3931 0.2474 0.2450